Formula: C45H63BBaN6O2S3
Source: the Open Molecules 2025 dataset
Level of theory: wB97M-V/def2-TZVPD

Results
* Kohn-Sham gap: 0.215 Eh
* E_HOMO: -5.7 eV
* energy above the lowest of the compared OMol25 structures with the same formula, charge and spin: 44.62 kcal per mole
* charge: 0

Last column: Löwdin charge in e.
Geometry (Å):
Ba: -0.108 0.330 -0.469  1.8942
C: 1.972 -1.686 2.367  -0.0444
C: 2.746 -0.636 1.836  -0.1572
C: 2.755 -0.787 0.399  -0.2409
C: 1.943 -1.935 0.131  -0.1974
C: 1.485 -2.500 1.328  -0.2393
C: 0.636 -3.740 1.538  -0.5569
C: 0.176 -4.328 0.205  -0.0553
C: 1.464 -4.791 2.288  -0.0521
C: -0.596 -3.403 2.387  -0.0573
C: 3.882 -0.531 -0.648  -0.5326
C: 5.026 -1.531 -0.394  -0.0445
C: 3.344 -0.787 -2.067  -0.0766
C: 4.516 0.862 -0.698  -0.0585
C: 3.254 0.477 2.775  -0.5244
C: 2.896 1.894 2.288  -0.0500
C: 4.765 0.361 3.033  -0.0530
C: 2.565 0.360 4.147  -0.0825
H: 1.733 -1.824 3.420  0.0931
H: 1.941 -2.446 -0.828  0.0746
H: 1.031 -4.602 -0.424  0.0858
H: -0.443 -3.610 -0.349  0.0721
H: -0.421 -5.237 0.378  0.0733
H: 2.352 -5.063 1.707  0.0863
H: 0.872 -5.702 2.470  0.0736
H: 1.803 -4.400 3.253  0.0804
H: -1.242 -2.686 1.875  0.0312
H: -0.292 -2.962 3.344  0.0800
H: -1.191 -4.301 2.598  0.0638
H: 4.632 -2.553 -0.395  0.0874
H: 5.481 -1.354 0.584  0.0755
H: 5.810 -1.453 -1.165  0.0822
H: 3.116 -1.841 -2.240  0.0684
H: 4.093 -0.492 -2.808  0.0845
H: 2.435 -0.201 -2.264  0.0601
H: 5.006 1.133 0.233  0.0566
H: 3.764 1.625 -0.938  0.0596
H: 5.280 0.887 -1.484  0.0831
H: 3.375 2.165 1.359  0.0545
H: 3.182 2.640 3.046  0.0854
H: 1.812 1.957 2.136  0.0285
H: 5.361 0.514 2.128  0.0554
H: 4.999 -0.637 3.421  0.0885
H: 5.089 1.104 3.777  0.0796
H: 1.475 0.326 4.038  0.0814
H: 2.828 1.228 4.764  0.0798
H: 2.884 -0.539 4.685  0.0822
O: -0.403 1.665 1.405  -0.8485
S: -0.578 3.038 2.053  1.0414
C: -1.388 4.020 0.779  -0.2969
C: -0.318 4.775 -0.028  -0.2250
C: -0.809 5.232 -1.408  -0.1986
C: -1.089 4.115 -2.424  -0.3102
S: 0.265 2.987 -2.840  1.0395
O: 0.547 2.177 -1.566  -0.8781
C: 1.574 4.202 -2.924  -0.3886
C: 1.571 5.132 -3.962  -0.0865
C: 2.602 6.056 -4.043  -0.0726
C: 3.633 6.035 -3.105  -0.0725
C: 3.635 5.087 -2.089  -0.0524
C: 2.601 4.159 -1.995  -0.0697
C: -1.924 2.835 3.203  -0.3804
C: -2.345 1.545 3.490  -0.0742
C: -3.372 1.364 4.409  -0.0520
C: -3.948 2.462 5.034  -0.0703
C: -3.497 3.750 4.752  -0.0735
C: -2.474 3.942 3.839  -0.0889
H: -2.114 4.689 1.245  0.1002
H: -1.913 3.267 0.184  0.0675
H: 0.552 4.133 -0.163  0.0783
H: 0.021 5.638 0.545  0.1198
H: -0.076 5.925 -1.822  0.1057
H: -1.740 5.790 -1.295  0.1218
H: -1.392 4.512 -3.400  0.1016
H: -1.882 3.431 -2.099  0.0678
H: 0.772 5.134 -4.702  0.1181
H: 2.604 6.791 -4.841  0.1087
H: 4.441 6.756 -3.177  0.1071
H: 4.444 5.059 -1.367  0.1131
H: 2.591 3.409 -1.213  0.0880
H: -1.879 0.699 2.999  0.1123
H: -3.718 0.360 4.632  0.1164
H: -4.744 2.318 5.754  0.1063
H: -3.946 4.605 5.244  0.1075
H: -2.104 4.944 3.634  0.1131
B: -2.688 0.913 -3.525  -0.4179
N: -3.352 0.974 -2.111  -0.0837
C: -4.678 0.956 -1.874  -0.1019
C: -4.894 1.167 -0.527  -0.0862
C: -3.607 1.293 0.009  -0.2438
N: -2.669 1.194 -0.944  -0.1022
N: -1.745 -0.328 -3.717  -0.0909
C: -1.660 -1.072 -4.836  -0.1049
C: -0.571 -1.919 -4.724  -0.0758
C: -0.035 -1.624 -3.463  -0.1755
N: -0.739 -0.657 -2.859  -0.1194
H: -3.575 0.833 -4.349  0.0745
H: -2.029 1.917 -3.699  0.0397
H: -5.377 0.802 -2.685  0.1176
H: -5.839 1.194 -0.005  0.0940
H: -3.323 1.444 1.043  0.0867
H: -2.375 -0.940 -5.640  0.1155
H: -0.216 -2.639 -5.448  0.0864
H: 0.820 -2.068 -2.962  0.0880
C: -3.277 -5.755 -2.934  -0.0030
C: -3.279 -5.387 -1.482  -0.2790
C: -3.236 -6.270 -0.456  0.0089
C: -3.237 -5.745 0.860  -0.3191
N: -3.299 -4.456 1.125  0.1145
C: -3.342 -3.553 0.095  -0.8214
S: -3.393 -1.891 0.253  0.6743
N: -3.316 -4.074 -1.180  0.0955
C: -3.138 -6.677 2.030  -0.0240
H: -3.452 -6.821 -3.055  0.0837
H: -2.311 -5.508 -3.384  0.0953
H: -4.049 -5.204 -3.474  0.0913
H: -3.204 -7.337 -0.641  0.1214
H: -3.322 -3.379 -1.913  0.1339
H: -3.731 -7.580 1.871  0.0811
H: -3.459 -6.167 2.937  0.0845
H: -2.093 -6.981 2.159  0.0880